{"formula": "C74H186N12O25", "method": "ωB97M-V/def2-TZVPD", "fmax_ev_per_a": 2.592, "charge": 0, "orbital_gap_ev": 8.66, "e_lumo_ev": 0.46, "de_lowest_ev": 0.419, "energy_ha": -5468.5245, "homo_ev": -8.20, "elements": ["C", "O", "C", "C", "N", "C", "C", "O", "C", "H", "H", "H", "H", "H", "H", "H", "H", "H", "H", "H", "H", "H", "H", "H", "C", "O", "C", "C", "N", "C", "C", "O", "C", "H", "H", "H", "H", "H", "H", "H", "H", "H", "H", "H", "H", "H", "H", "H", "C", "O", "C", "C", "N", "C", "C", "O", "C", "H", "H", "H", "H", "H", "H", "H", "H", "H", "H", "H", "H", "H", "H", "H", "C", "O", "C", "C", "N", "C", "C", "O", "C", "H", "H", "H", "H", "H", "H", "H", "H", "H", "H", "H", "H", "H", "H", "H", "C", "O", "C", "C", "N", "C", "C", "O", "C", "H", "H", "H", "H", "H", "H", "H", "H", "H", "H", "H", "H", "H", "H", "H", "C", "O", "C", "C", "N", "C", "C", "O", "C", "H", "H", "H", "H", "H", "H", "H", "H", "H", "H", "H", "H", "H", "H", "H", "C", "O", "C", "C", "N", "C", "C", "O", "C", "H", "H", "H", "H", "H", "H", "H", "H", "H", "H", "H", "H", "H", "H", "H", "C", "O", "C", "C", "N", "C", "C", "O", "C", "H", "H", "H", "H", "H", "H", "H", "H", "H", "H", "H", "H", "H", "H", "H", "C", "O", "C", "C", "N", "C", "C", "O", "C", "H", "H", "H", "H", "H", "H", "H", "H", "H", "H", "H", "H", "H", "H", "H", "C", "O", "C", "C", "N", "C", "C", "O", "C", "H", "H", "H", "H", "H", "H", "H", "H", "H", "H", "H", "H", "H", "H", "H", "C", "O", "C", "C", "N", "C", "C", "O", "C", "H", "H", "H", "H", "H", "H", "H", "H", "H", "H", "H", "H", "H", "H", "H", "C", "O", "C", "C", "N", "C", "C", "O", "C", "H", "H", "H", "H", "H", "H", "H", "H", "H", "H", "H", "H", "H", "H", "H", "C", "C", "O", "H", "H", "H", "H", "H", "H"], "coordinates": [[5.0003, 6.5318, 2.8502], [4.3772, 5.9644, 1.6860], [5.1872, 6.1235, 0.5682], [4.7120, 5.1633, -0.5231], [5.1626, 3.7605, -0.3821], [4.7933, 2.9965, 0.8361], [5.3292, 1.6173, 0.7976], [5.0862, 0.9331, 2.0493], [5.7537, -0.3527, 2.0519], [4.2496, 6.5785, 3.6489], [5.3554, 7.5648, 2.6840], [5.8529, 5.8943, 3.0846], [6.2169, 5.8216, 0.8151], [5.2068, 7.1743, 0.2534], [5.1601, 5.5535, -1.4507], [3.6195, 5.1404, -0.6624], [6.1850, 3.7764, -0.3799], [3.7221, 3.1495, 0.9182], [5.1786, 3.5000, 1.7475], [6.4030, 1.6174, 0.6155], [4.9006, 1.0011, -0.0156], [5.4723, -0.8047, 3.0166], [6.8215, -0.1283, 1.9667], [5.4621, -0.9882, 1.2050], [1.2084, 5.3976, 4.0193], [1.3790, 4.0510, 4.3972], [2.3623, 3.4291, 3.5666], [2.8060, 2.0930, 4.2179], [1.9077, 0.9349, 4.0354], [0.5612, 1.1084, 4.6496], [-0.3159, -0.1007, 4.5088], [-0.7958, -0.1151, 3.1734], [-1.7563, -1.0981, 3.0367], [1.0274, 5.4506, 2.9445], [2.0980, 6.0257, 4.2480], [0.3392, 5.7961, 4.5854], [3.2354, 4.1275, 3.5189], [2.0154, 3.2443, 2.5266], [2.8734, 2.3252, 5.2981], [3.7473, 1.8340, 3.7619], [1.7881, 0.8460, 3.0246], [0.0342, 2.0074, 4.2300], [0.7850, 1.3099, 5.7195], [-1.1462, -0.0465, 5.1990], [0.2885, -0.9983, 4.7252], [-2.6134, -0.9213, 3.7298], [-1.3089, -2.0944, 3.2465], [-2.1504, -1.0000, 2.0125], [1.0192, -3.3659, 0.8158], [1.6326, -2.3827, 1.6251], [2.6223, -1.6164, 0.9094], [1.9781, -0.6278, 0.0055], [1.3301, 0.3906, 0.8254], [0.6399, 1.4866, 0.1383], [-0.7369, 1.1281, -0.4722], [-0.5265, 0.3107, -1.6136], [-1.6135, 0.2921, -2.5814], [0.3293, -2.8958, 0.0976], [0.4774, -4.0503, 1.4723], [1.7467, -3.9642, 0.2577], [3.2412, -2.3023, 0.3340], [3.1472, -1.0729, 1.7037], [1.3471, -1.1971, -0.7019], [2.7500, -0.0826, -0.5996], [0.7725, -0.0114, 1.5565], [1.3140, 1.8099, -0.6733], [0.4733, 2.2478, 0.8616], [-1.2671, 2.0579, -0.8182], [-1.4308, 0.6077, 0.2123], [-1.6367, 1.2777, -3.0656], [-2.5941, 0.0650, -2.0838], [-1.3013, -0.4501, -3.3022], [-5.0458, -3.7205, 8.0349], [-4.8805, -4.9728, 7.3517], [-4.3907, -6.0150, 8.1837], [-4.3287, -7.2416, 7.3149], [-3.2446, -6.9794, 6.3669], [-3.1260, -8.0001, 5.3636], [-1.9676, -7.7011, 4.4634], [-2.2562, -6.4822, 3.8168], [-1.2284, -5.9994, 3.0041], [-5.6693, -3.9190, 8.8732], [-5.4643, -3.0578, 7.2570], [-4.0636, -3.3467, 8.3814], [-5.0372, -6.2029, 9.0620], [-3.3812, -5.7075, 8.5638], [-5.3309, -7.4615, 6.8534], [-4.0649, -8.1264, 7.9080], [-3.4078, -6.1047, 5.9137], [-4.0857, -8.0784, 4.8340], [-2.9401, -8.9544, 5.9498], [-1.8050, -8.4518, 3.6750], [-1.0610, -7.5886, 5.0621], [-0.8178, -6.7300, 2.2777], [-0.4338, -5.6357, 3.6793], [-1.7073, -5.2177, 2.4093], [7.6978, -3.5205, 3.2322], [6.3619, -3.1992, 3.4293], [5.5795, -3.9233, 2.4910], [4.1279, -3.8531, 2.8360], [3.9094, -4.5917, 4.0656], [2.4548, -4.3486, 4.3651], [2.0080, -5.1694, 5.5304], [1.8832, -6.5319, 5.2311], [1.4746, -7.2440, 6.3231], [8.2486, -2.8329, 3.8875], [7.9257, -3.3731, 2.1495], [7.9445, -4.5492, 3.4930], [5.8678, -5.0127, 2.4900], [5.6989, -3.5679, 1.4344], [3.6048, -4.3438, 2.0309], [3.7799, -2.7936, 2.8661], [4.3813, -4.0095, 4.7563], [1.8872, -4.5841, 3.4617], [2.3108, -3.3266, 4.6913], [1.0506, -4.8231, 5.9683], [2.7856, -5.0383, 6.2831], [1.5018, -8.3176, 6.1034], [0.4931, -7.0078, 6.7004], [2.1681, -7.1759, 7.1819], [4.7438, -4.3719, -1.1954], [5.0994, -3.0419, -1.2433], [5.5388, -2.5596, -2.5407], [5.9966, -1.1891, -2.3315], [7.2906, -1.1345, -1.6240], [7.9389, 0.2078, -1.7882], [9.1947, 0.1688, -1.0134], [8.8379, 0.1148, 0.3762], [9.9635, -0.3644, 1.1707], [5.5336, -5.1059, -1.4044], [3.9608, -4.5626, -1.9270], [4.3801, -4.5760, -0.1859], [4.6813, -2.5546, -3.2501], [6.2641, -3.1674, -3.0345], [5.2190, -0.5625, -1.8569], [6.2010, -0.7696, -3.3020], [7.0885, -1.1958, -0.5965], [7.3287, 1.0449, -1.4899], [8.1607, 0.4037, -2.8453], [9.8807, 1.0301, -1.1165], [9.7362, -0.7363, -1.3563], [10.2871, -1.3134, 0.7675], [9.5540, -0.4329, 2.1997], [10.7340, 0.4010, 1.1904], [-9.5177, 0.4218, 1.4114], [-8.2309, 0.6398, 0.9137], [-7.4032, 1.4038, 1.7969], [-5.9917, 1.2967, 1.2629], [-5.0944, 2.0366, 2.1563], [-3.7498, 2.0593, 1.6897], [-2.7798, 2.4748, 2.7480], [-3.0506, 3.7815, 3.2025], [-2.3725, 4.0450, 4.4155], [-10.0309, -0.2895, 0.7474], [-9.9942, 1.3723, 1.3380], [-9.4763, 0.1528, 2.4672], [-7.4761, 1.1389, 2.8716], [-7.7424, 2.4358, 1.7475], [-5.8604, 1.7110, 0.2485], [-5.7075, 0.1980, 1.1753], [-5.1564, 1.5854, 3.0498], [-3.7690, 2.7301, 0.8454], [-3.4171, 1.0612, 1.3022], [-1.7235, 2.4103, 2.4210], [-2.8414, 1.7709, 3.6058], [-2.7019, 5.0311, 4.7307], [-1.3073, 4.0165, 4.2149], [-2.5631, 3.2918, 5.1870], [-7.0492, 1.1407, -2.0755], [-6.5088, 2.3865, -1.6568], [-5.8345, 3.0736, -2.7191], [-5.1673, 4.2544, -2.0444], [-4.5333, 5.2337, -2.9403], [-3.5230, 4.5737, -3.7991], [-2.2252, 4.3165, -3.0750], [-1.2929, 3.8632, -4.0125], [0.0340, 3.7961, -3.5453], [-7.6433, 0.7647, -1.2446], [-6.2245, 0.4450, -2.3429], [-7.6730, 1.2514, -2.9963], [-6.5959, 3.3900, -3.4315], [-5.1085, 2.3857, -3.1783], [-4.4059, 3.8340, -1.3657], [-5.9255, 4.8861, -1.5832], [-5.1996, 5.7616, -3.4819], [-3.3142, 5.2570, -4.6322], [-3.9493, 3.6665, -4.2809], [-2.3771, 3.5470, -2.2612], [-1.8771, 5.2356, -2.5667], [0.5948, 3.5456, -4.4323], [0.2108, 3.0616, -2.7336], [0.2492, 4.7926, -3.2084], [-3.6476, -0.9121, -8.0870], [-3.6391, 0.0122, -7.0189], [-2.9555, -0.4604, -5.8310], [-3.8030, -1.3413, -4.9633], [-5.0067, -0.7070, -4.3963], [-5.9334, -1.7077, -3.8370], [-6.4657, -2.7494, -4.8065], [-7.2679, -2.1092, -5.8029], [-7.5719, -3.0382, -6.8299], [-2.6716, -1.3265, -8.1697], [-4.0578, -0.3238, -8.8966], [-4.2855, -1.7591, -7.8397], [-2.6109, 0.4524, -5.3118], [-2.1001, -1.0717, -6.1569], [-3.2100, -1.6344, -4.0758], [-3.9796, -2.2917, -5.4967], [-5.5120, -0.3159, -5.2016], [-6.7905, -1.1681, -3.4263], [-5.4635, -2.1753, -2.9599], [-7.0102, -3.5388, -4.1896], [-5.6290, -3.2800, -5.3249], [-6.7231, -3.3930, -7.4320], [-8.3186, -2.5382, -7.4412], [-8.0485, -3.8931, -6.3453], [-1.1993, 4.8243, 0.6751], [-0.3553, 4.5475, -0.4395], [0.9857, 5.0278, -0.3057], [1.2090, 6.4657, -0.5969], [1.5360, 7.2274, 0.6012], [1.5838, 8.6731, 0.4435], [2.6139, 9.1744, -0.5538], [2.1725, 8.8547, -1.8506], [3.0951, 8.9713, -2.8990], [-2.2034, 4.4146, 0.5434], [-1.2524, 5.8892, 0.8780], [-0.7421, 4.4514, 1.6077], [1.5881, 4.4897, -1.0586], [1.3864, 4.7576, 0.6823], [0.2960, 6.9486, -1.0077], [1.9478, 6.6341, -1.4113], [2.4193, 6.8757, 0.9650], [1.7893, 9.1013, 1.4421], [0.6129, 8.9968, 0.0741], [3.5845, 8.6581, -0.3673], [2.7815, 10.2598, -0.4387], [3.2862, 10.0510, -2.9272], [2.6205, 8.5307, -3.7788], [4.0665, 8.4675, -2.8021], [1.3720, -0.4995, -7.0162], [2.1276, -0.2272, -5.8439], [1.4074, 0.2370, -4.7150], [2.3683, 0.8940, -3.7828], [2.9303, 2.0831, -4.4405], [3.7666, 2.9685, -3.5994], [5.2171, 2.5565, -3.6034], [5.7309, 2.7963, -4.9293], [6.8933, 2.0558, -5.0379], [0.5611, -1.2057, -6.8115], [2.1090, -0.8815, -7.7026], [0.9116, 0.4256, -7.4015], [0.8935, -0.6065, -4.2245], [0.6646, 1.0307, -4.9818], [3.0592, 0.1882, -3.3284], [1.7228, 1.1290, -2.9243], [3.4941, 1.7081, -5.1960], [3.3962, 3.0213, -2.5800], [3.7399, 3.9876, -4.0195], [5.3374, 1.4799, -3.3765], [5.7702, 3.1385, -2.8536], [7.5472, 2.3107, -5.8682], [6.6510, 0.9880, -5.1107], [7.5634, 2.0917, -4.1637], [-2.1187, -5.2040, -1.4014], [-2.7931, -3.9856, -1.4881], [-2.9516, -3.3536, -0.2290], [-4.0687, -2.3200, -0.3438], [-5.3513, -3.0326, -0.5124], [-6.5355, -2.1199, -0.3109], [-7.8198, -2.8498, -0.4712], [-7.9021, -3.3984, -1.7925], [-9.1443, -4.0661, -1.9777], [-1.8703, -5.5948, -2.3792], [-2.6946, -6.0305, -0.9512], [-1.2272, -5.1103, -0.7794], [-2.0060, -2.9502, 0.1483], [-3.2961, -4.1256, 0.4940], [-3.8750, -1.5529, -1.0976], [-4.2013, -1.7037, 0.5861], [-5.3807, -3.2566, -1.4982], [-6.5685, -1.2710, -1.0251], [-6.4244, -1.6386, 0.6407], [-8.6550, -2.1699, -0.2668], [-7.8381, -3.6932, 0.2498], [-9.3227, -4.1293, -3.0413], [-9.9632, -3.5522, -1.4167], [-9.0581, -5.0801, -1.5892], [1.3875, -3.1468, -2.8162], [1.6017, -3.4650, -4.2978], [0.3807, -4.0182, -4.9638], [0.4527, -2.6123, -2.7577], [2.1858, -2.5277, -2.3991], [1.2437, -4.0915, -2.2938], [2.4434, -4.1570, -4.4668], [1.7685, -2.5867, -4.9182], [0.2314, -4.8852, -4.5617]], "forces_ev_per_a": [[-0.50, 0.03, -0.44], [-0.33, 0.69, 1.26], [0.05, -0.79, -0.46], [0.27, -0.37, -0.20], [0.94, -0.14, 0.18], [-0.27, 2.56, 0.30], [-0.39, -1.87, 0.34], [0.15, -0.05, -1.13], [-0.33, 1.24, 0.55], [0.34, -0.31, -0.17], [-0.10, -0.31, -0.19], [0.07, 0.08, 0.46], [0.11, 0.17, -0.03], [-0.03, -0.02, -0.18], [-0.26, -0.32, 0.00], [0.36, 0.30, 0.26], [-0.20, 0.02, -0.30], [-0.42, -0.81, 0.08], [0.04, -0.28, -0.19], [0.37, 0.24, -0.01], [-0.11, 0.30, 0.07], [0.38, -0.03, -0.57], [0.10, -0.48, 0.21], [-0.19, 0.07, 0.09], [-0.40, 0.36, 0.38], [0.27, -0.08, -0.45], [0.56, -0.24, 0.59], [-1.23, 0.61, 0.12], [-0.57, 0.46, -0.26], [1.10, 1.23, 0.27], [1.10, 0.27, -0.41], [0.46, 0.39, 0.47], [-0.88, -0.55, -0.34], [-0.16, 0.32, -0.07], [-0.31, -0.39, -0.03], [0.54, -0.19, -0.45], [-0.35, -0.53, -0.13], [-0.15, 0.23, 0.40], [0.35, -0.34, -0.40], [0.48, -0.18, 0.17], [0.13, -0.23, 0.14], [0.24, -0.68, 0.45], [-0.46, -0.07, -0.45], [-0.44, 0.01, 0.30], [-0.27, 0.00, -0.13], [0.41, -0.20, -0.23], [-0.46, 0.27, -0.30], [0.16, -0.46, 0.25], [-0.21, 0.32, 0.09], [0.15, -0.16, -0.28], [-0.38, -0.27, 0.90], [0.08, 0.99, -0.63], [0.12, 0.31, -0.63], [-0.41, -1.83, -0.53], [-0.31, 0.73, -0.93], [-0.38, -0.43, -0.59], [0.66, 0.59, 1.51], [0.03, -0.29, 0.08], [-0.12, 0.16, -0.01], [0.20, 0.06, -0.07], [0.45, -0.03, 0.06], [0.26, -0.22, -0.29], [-0.13, 0.56, 0.09], [-0.39, -0.59, 0.29], [-0.52, -0.33, 0.14], [-0.36, 0.28, 0.28], [-0.02, 0.99, 0.49], [0.50, -0.42, 0.46], [0.40, 0.13, 0.20], [-0.33, -0.09, -0.01], [0.75, 0.06, -0.57], [-0.33, -0.28, -0.16], [1.09, -0.82, -1.54], [-0.09, 0.28, 0.35], [-0.05, 0.49, 0.53], [0.57, 0.05, -0.26], [-0.16, -0.47, 0.56], [-0.14, -1.29, 1.10], [0.12, 0.09, -0.61], [-0.69, -0.18, -0.11], [0.11, 0.24, 0.03], [-0.84, 0.43, 0.79], [0.02, -0.08, 0.80], [-0.35, 0.01, -0.11], [-0.04, 0.30, -0.25], [-0.58, -0.53, -0.25], [0.66, 0.36, 0.18], [0.01, 0.14, 0.01], [-0.17, 0.66, -0.22], [0.22, -0.37, -0.41], [-0.18, 0.71, -1.00], [-0.03, -0.22, 0.36], [0.15, -0.12, 0.05], [-0.15, -0.04, 0.48], [0.11, 0.12, -0.65], [0.44, 0.28, 0.14], [0.74, 0.83, -0.38], [-1.06, -0.59, -0.45], [0.06, -0.68, -0.84], [0.81, 0.46, -0.05], [-1.74, 1.18, 0.29], [0.67, -0.97, 0.16], [-0.25, -0.05, 0.50], [0.17, 0.33, -1.12], [0.70, -1.81, 1.40], [0.25, -0.24, -0.42], [0.37, 0.05, 0.65], [-0.11, -0.23, 0.10], [-0.05, 0.83, 0.11], [0.39, 0.15, 0.71], [-0.44, -0.18, -0.35], [0.18, -0.62, 0.11], [0.30, -0.47, 0.21], [-0.09, 0.22, 0.13], [-0.25, 0.60, -0.42], [0.25, 0.17, -0.25], [0.07, -0.04, 0.52], [-0.21, 0.18, -0.36], [-0.67, 0.41, 0.00], [0.00, 0.42, -0.15], [-0.45, -0.99, -0.06], [1.15, 0.95, -0.80], [-2.32, -0.68, 0.64], [1.18, 1.30, 0.28], [-0.58, 1.21, 1.11], [-0.45, -0.88, -0.79], [1.08, 0.11, 0.91], [1.10, -0.81, 0.00], [-2.02, 1.05, 0.30], [0.34, 0.35, 0.00], [-0.43, -0.23, -0.06], [-0.13, -0.03, -0.12], [0.02, 0.00, 0.44], [0.95, -0.70, 0.20], [0.08, -0.24, -0.09], [-0.12, 0.31, -0.62], [0.36, -0.19, -1.20], [-0.59, 0.38, 0.41], [0.02, -0.40, 0.07], [-0.38, -0.11, -0.44], [-0.07, 0.22, 0.50], [0.33, -0.26, 0.14], [0.40, -0.32, -0.58], [0.42, -0.08, -0.19], [0.22, 0.25, -0.33], [1.15, -0.77, 0.58], [-0.30, 0.30, -1.00], [0.97, -0.49, 0.06], [-1.28, -0.51, 0.03], [0.40, -0.71, -0.56], [0.68, 0.06, 0.64], [-0.38, -0.25, 0.22], [-0.04, 0.05, -0.64], [0.18, 0.05, 0.53], [-1.13, 0.77, 0.13], [-0.26, -0.52, 0.01], [-0.02, -0.52, -0.47], [0.05, 0.39, 0.01], [-0.50, -0.07, 0.48], [-0.21, 0.97, 0.22], [0.20, -0.08, 0.65], [0.49, 0.37, -0.46], [-0.07, 0.38, 0.16], [-0.34, -0.08, -0.19], [-0.12, 0.10, -0.22], [0.16, 0.01, 0.20], [0.50, 0.24, 0.20], [-0.30, 0.00, 0.02], [0.39, 0.11, -0.67], [-0.07, -0.07, -0.52], [-0.39, -0.57, 0.95], [0.05, 1.05, -0.83], [1.37, -1.26, 0.07], [-1.00, 0.84, -0.88], [-0.25, -0.49, 1.10], [-0.49, -0.67, -0.24], [-0.55, -0.12, -0.23], [0.03, -0.07, -0.16], [-0.39, 0.34, 0.24], [0.22, 0.03, 0.58], [0.09, 0.08, -0.44], [-0.22, 0.15, -0.08], [-0.47, 0.55, 0.15], [-0.07, -0.65, 0.88], [-0.14, -0.20, -0.08], [0.12, -0.08, 0.13], [0.59, 0.23, 0.30], [0.22, 0.55, -0.54], [-0.13, -0.21, -0.21], [0.59, -0.12, 0.04], [-0.25, 0.23, -0.27], [0.80, 0.53, 0.46], [-0.99, 0.40, 1.43], [0.33, 0.11, 1.18], [-0.19, 0.70, -0.89], [0.04, -0.54, 1.35], [-0.36, -0.39, -1.39], [0.04, 0.37, 0.19], [0.36, -0.79, 0.35], [0.78, -0.60, 0.37], [-0.81, 0.27, 0.53], [1.10, -0.14, -0.91], [0.30, -0.43, -0.62], [-0.46, -0.17, -0.22], [-0.16, -0.44, -0.17], [0.14, 0.27, 0.17], [0.11, -0.01, -0.42], [-0.19, 0.31, -0.01], [0.21, 0.17, 0.36], [-0.04, -0.07, -0.15], [0.03, -0.08, -0.47], [0.21, 0.92, -0.91], [-0.52, 0.24, 0.38], [0.06, 0.32, 0.23], [0.10, -0.13, -0.33], [-0.04, -0.33, -0.27], [0.95, 0.30, 0.52], [0.02, 0.08, 0.11], [-0.04, -1.44, -0.38], [-0.55, 2.16, -0.66], [0.21, -0.21, 0.32], [0.33, -0.32, 0.11], [0.87, -0.16, 0.02], [-0.48, -0.82, 0.30], [0.00, 0.82, 0.21], [0.34, -0.04, -0.23], [-0.30, 0.45, -0.30], [-0.18, -0.45, -0.19], [-0.49, -0.35, 0.29], [-0.06, 0.05, 0.01], [0.22, -0.54, 0.10], [-0.21, -0.45, 0.44], [-0.04, 0.16, 0.17], [-0.19, 0.02, -0.48], [-0.24, 0.18, 0.21], [-0.30, 0.29, 0.02], [-0.03, -0.10, -0.11], [0.31, -0.07, -1.02], [0.01, 0.56, -0.05], [-0.14, -0.21, 0.63], [-0.16, 0.71, 0.85], [0.00, 0.01, -0.05], [-0.47, 0.03, -0.63], [-0.67, 0.72, 0.87], [0.05, -0.40, 0.80], [-0.11, -0.28, -0.85], [-0.16, 0.12, -0.16], [-0.07, 0.25, 0.90], [1.31, -1.26, 0.03], [0.13, -0.24, -0.10], [-0.12, -0.27, -0.49], [0.18, -0.18, -0.01], [-0.02, 0.19, -0.06], [0.30, -0.66, -0.13], [0.73, -0.34, -0.31], [0.17, 0.64, -0.04], [0.03, 0.40, -0.20], [-0.16, -0.14, 0.15], [-0.16, -0.22, 0.12], [-0.16, 0.31, 0.05], [0.11, -0.12, -0.19], [-0.50, 0.37, -0.40], [-0.02, -0.13, -0.25], [-0.30, 0.49, 0.16], [0.05, -0.80, 0.57], [-0.14, 0.30, -0.32], [-0.76, -0.42, 0.48], [-0.65, 0.27, 1.35], [-0.63, 1.30, -0.38], [1.46, 0.10, -1.24], [0.04, -1.21, 0.38], [-0.46, 0.68, 0.41], [0.30, 0.17, 0.73], [0.22, 0.44, -0.41], [-0.36, 0.44, 0.21], [0.38, 0.05, -0.11], [0.08, 0.19, -0.21], [0.12, 0.42, -0.16], [0.13, -0.17, -0.47], [0.57, -0.73, -0.38], [-0.13, -0.70, -0.02], [0.34, -0.37, 0.11], [-0.29, -0.09, 0.75], [-0.06, -0.07, -0.11], [-0.20, 0.30, -0.15], [-0.28, 0.16, -0.23], [0.42, -0.25, -0.68], [-0.14, -0.22, 0.13], [-0.26, -0.39, -1.17], [-0.90, -0.37, -1.07], [1.31, 0.12, 1.25], [-0.36, 0.39, 0.27], [0.03, -0.28, 0.04], [0.26, 0.05, 0.39], [-0.24, 0.15, 0.12], [0.30, 0.19, 0.31], [-0.11, 0.17, -0.14]]}